{"formula": "C20H24BrGdNOP2", "method": "ωB97M-V/def2-TZVPD", "elements": ["C", "C", "C", "C", "C", "C", "C", "C", "C", "C", "C", "C", "C", "H", "H", "H", "H", "H", "H", "H", "N", "Gd", "C", "H", "H", "C", "H", "H", "P", "P", "C", "H", "H", "H", "C", "H", "H", "H", "C", "H", "H", "H", "C", "H", "H", "H", "C", "O", "H", "Br"], "positions_angstrom": [[4.5802, 2.3463, 0.2554], [3.2572, 2.4859, 0.6441], [2.3570, 3.2122, -0.2157], [2.8301, 3.7346, -1.4820], [4.2082, 3.5662, -1.8278], [5.0587, 2.8965, -0.9716], [1.8877, 4.3684, -2.3120], [0.5388, 4.4572, -1.9222], [0.1847, 3.9171, -0.6250], [-1.1858, 3.9480, -0.1807], [-2.1419, 4.5071, -1.0140], [-1.7932, 5.0559, -2.2845], [-0.4882, 5.0342, -2.7339], [5.2755, 1.7930, 0.8969], [4.5699, 3.9645, -2.7819], [6.1130, 2.7661, -1.2370], [2.2031, 4.7792, -3.2782], [-3.1900, 4.5281, -0.6945], [-2.5801, 5.4913, -2.9091], [-0.2245, 5.4424, -3.7157], [1.0851, 3.3473, 0.1914], [0.0000, 0.0000, 0.0000], [2.6879, 1.8426, 1.8751], [1.9160, 2.4902, 2.3209], [3.4786, 1.6333, 2.6169], [-1.5028, 3.3016, 1.1326], [-0.6963, 3.5057, 1.8555], [-2.4655, 3.6605, 1.5371], [1.8412, 0.1985, 1.4972], [-1.6125, 1.4148, 1.0121], [-3.2912, 1.2711, 0.2320], [-3.5922, 0.2103, 0.2235], [-4.0531, 1.8679, 0.7655], [-3.2210, 1.6115, -0.8144], [-2.0432, 1.0691, 2.7927], [-2.9176, 1.6554, 3.1277], [-2.2612, -0.0057, 2.9135], [-1.1777, 1.3205, 3.4288], [3.3055, -0.8133, 0.9953], [4.1378, -0.7243, 1.7169], [2.9875, -1.8651, 0.9134], [3.6334, -0.4786, -0.0018], [1.5764, -0.4125, 3.2347], [1.1513, -1.4301, 3.1990], [2.5213, -0.4360, 3.8064], [0.8570, 0.2454, 3.7492], [-1.0314, -0.3467, -1.5145], [-1.5971, -0.5443, -2.5190], [0.6231, 1.1343, -0.8623], [-1.7720, -2.0028, 0.7872]], "atomic_forces_ev_per_a": [[-0.716, 0.041, 0.218], [0.600, -0.018, -0.520], [0.026, 0.268, -0.400], [-0.442, -0.048, 0.387], [0.429, -0.334, 0.367], [-0.289, 0.329, -0.493], [-0.106, -0.152, 0.249], [0.189, -0.237, 0.508], [0.283, 0.187, -0.365], [-0.285, 0.276, -0.799], [0.491, -0.328, 0.478], [0.570, 0.057, -0.345], [-0.634, 0.007, 0.172], [-0.255, 0.230, -0.234], [-0.125, -0.148, 0.402], [-0.458, 0.073, 0.110], [-0.118, -0.154, 0.356], [0.398, 0.015, -0.114], [0.349, -0.176, 0.268], [-0.124, -0.142, 0.409], [0.000, -0.236, -0.425], [3.525, -5.397, 11.489], [-0.017, -0.038, 0.176], [0.349, -0.215, -0.077], [-0.321, 0.053, -0.257], [0.120, -0.209, 0.132], [-0.361, -0.019, -0.212], [0.369, -0.241, -0.153], [7.007, 0.759, 4.601], [-5.301, 4.628, 3.379], [0.065, -0.434, -0.511], [0.082, 0.446, 0.045], [0.539, -0.175, -0.121], [-0.134, -0.031, 0.358], [0.336, -0.459, 0.079], [0.426, -0.133, -0.361], [0.080, 0.465, -0.066], [-0.360, -0.040, -0.196], [-0.058, -0.117, -0.153], [-0.393, -0.062, -0.312], [0.232, 0.273, 0.075], [-0.001, -0.111, 0.367], [-0.410, -0.166, -0.107], [0.136, 0.382, 0.083], [-0.348, 0.092, -0.382], [0.283, -0.276, -0.135], [-9.056, -3.612, -16.726], [1.683, 0.782, 3.816], [1.682, 4.145, -4.544], [0.064, 0.198, -0.519]], "multiplicity": 8, "orbital_gap_ev": [5.71, 6.09], "total_energy_ev": -134109.0903, "homo_energy_ev": [-10.9, -10.9], "relative_energy_kj_mol": 769.2, "total_charge": 1}